Molecular formula: C5H10O
Method: DFT, ωB97M-V/def2-TZVPD

Each line ends with the Löwdin charge.
Atoms and positions in Å:
C (-0.983, -1.785, -0.372)  -0.024
C (0.372, -1.146, -0.280)  -0.424
O (1.380, -1.815, -0.144)  0.073
C (0.354, 0.393, -0.301)  -0.305
C (1.678, 0.941, 0.260)  -0.071
C (-0.968, 1.135, 0.340)  -0.072
H (-1.488, -1.633, 0.591)  0.091
H (-1.580, -1.288, -1.141)  0.084
H (-0.895, -2.853, -0.570)  0.085
H (-0.068, 0.803, -1.202)  0.113
H (2.571, 0.340, 0.029)  0.077
H (1.590, 0.921, 1.353)  0.083
H (1.877, 1.968, -0.054)  0.074
H (-1.072, 0.791, 1.356)  0.058
H (-1.946, 0.997, -0.183)  0.079
H (-0.822, 2.233, 0.319)  0.079

Properties
E_HOMO   -0.353 Ha
Strongest force on any atom   0.050 hartree/bohr
E_tot   -271.71836 a.u.
Spin multiplicity   1
E_LUMO   0.86 eV
ΔE to the lowest compared entry with this formula, charge and spin   21.5 kcal per mole
HOMO-LUMO gap   10.463 eV


Molecular formula: C5H10O
Method: DFT, ωB97M-V/def2-TZVPD

Each line ends with the Löwdin charge.
Atoms and positions in Å:
C (-2.054, -0.150, 0.306)  -0.048
C (-0.763, 0.128, -0.449)  -0.435
O (-0.923, 1.407, -1.041)  -0.037
C (0.441, 0.065, 0.474)  -0.266
C (1.461, -1.023, 0.301)  -0.115
C (1.806, 0.394, -0.062)  -0.122
H (-2.184, 0.598, 1.098)  0.086
H (-2.045, -1.147, 0.758)  0.085
H (-2.911, -0.082, -0.369)  0.080
H (-0.622, -0.638, -1.231)  0.142
H (-0.062, 1.673, -1.400)  0.084
H (0.226, 0.386, 1.491)  0.141
H (1.925, -1.473, 1.174)  0.098
H (1.309, -1.722, -0.524)  0.103
H (1.916, 0.646, -1.118)  0.103
H (2.479, 0.938, 0.591)  0.099

Properties
E_HOMO   -0.375 Ha
Strongest force on any atom   0.010 hartree/bohr
E_tot   -271.71563 a.u.
Spin multiplicity   1
E_LUMO   1.06 eV
ΔE to the lowest compared entry with this formula, charge and spin   23.2 kcal per mole
HOMO-LUMO gap   11.263 eV